The following is a DFT calculation (ωB97M-V/def2-TZVPD) of C6H12O as an isolated structure.

Values from the calculation:
Energy: -8460.808 eV
Energy relative to the best compared isomer or geometry (same formula, charge and spin): 3.546 eV
E_HOMO: -8.63 eV

Geometry as ORCA input:
```
! RIJCOSX wB97M-V def2-TZVPD def2/J DEFGRID3
* xyz 0 1
H -1.84159 1.90824 -0.41441
H 2.46394 -0.21870 -1.04882
O 1.64411 -0.42118 1.48959
H 0.62121 1.63704 -0.86949
C -1.52435 -0.25265 -0.26621
H -1.61748 1.29927 1.22985
H -2.56204 -0.56564 -0.08714
H 1.95651 -1.89728 -0.79891
C 1.59416 -0.86406 -0.90285
H -0.50511 -2.15563 0.12750
C 0.87977 -0.53336 0.39628
H 0.57901 2.24276 0.80935
H 1.07562 0.63832 1.05182
H -1.34396 -0.34277 -1.34845
H -0.79571 -1.16145 1.57311
C 0.23568 1.43239 0.13586
C -1.26741 1.19320 0.19282
H 0.93727 -0.81474 -1.77930
C -0.52961 -1.12376 0.50939
*
```

Results of the natural (NBO) charge analysis, in e, for atoms 1 through 8: 0.215 0.232 -0.788 0.214 -0.388 0.204 0.217 0.239